(1)
DFT (the ωB97M-V functional and the def2-TZVPD basis) results for C5H8OSi in the gas phase in a non-equilibrium geometry.

Calculated values
SMILES: C=C/C=C\[Si@@H]1CO1
Molecular weight in Da: 112.2
LUMO in eV: -0.01
Gap between HOMO and LUMO in eV: 9.00
Energy above the lowest of the compared OMol25 structures with the same formula, charge and spin in kJ/mol: 204.2
Charge: 0

Cartesian coordinates (Å):
C (-0.03, 0.68, -1.16)
C (-1.33, 0.91, -0.81)
H (1.06, -1.83, -1.06)
O (2.83, 0.09, -0.70)
H (-0.58, -1.16, 1.23)
C (2.25, 0.04, 0.66)
C (-2.02, 0.04, 0.13)
H (2.30, 0.96, 1.19)
Si (1.24, -0.43, -0.78)
H (0.29, 1.41, -1.87)
H (2.80, -0.77, 1.15)
C (-1.53, -0.72, 1.08)
H (-1.99, 1.64, -1.08)
H (-3.10, 0.35, 0.28)
H (-2.19, -1.21, 1.75)


(2)
DFT (the ωB97M-V functional and the def2-TZVPD basis) results for a molecular structure, C28H19N8O2S4V in a non-equilibrium geometry.

Calculated values
Expectation value of S²: 2.030
Molecular weight in Da: 678.7
LUMO (spin up / spin down) in eV: -1.02 / -1.01
Gap between HOMO and LUMO (spin up / spin down) in eV: 6.95 / 7.10
2S+1: 3
Energy above the lowest of the compared OMol25 structures with the same formula, charge and spin in kJ/mol: 168.3
Charge: 0

Cartesian coordinates (Å):
N (1.48, 2.82, 0.60)
C (1.03, -1.85, -2.06)
H (0.56, -2.25, -1.16)
C (-2.37, 0.08, -3.11)
H (5.23, -1.77, 2.31)
N (0.45, -2.12, -3.22)
S (-0.88, 3.85, 0.38)
O (-2.40, 1.70, 1.68)
H (2.84, -1.45, 2.88)
H (2.63, 4.57, 0.64)
N (-4.76, -0.88, 6.49)
N (2.11, -1.13, -1.88)
C (0.23, 2.48, 0.52)
C (2.77, -0.68, -2.96)
C (3.26, -1.02, 1.98)
H (-4.58, 2.64, -2.92)
C (-3.83, 1.92, -2.59)
C (-3.93, -1.19, 5.78)
O (-1.66, -0.56, 1.07)
C (2.89, 0.21, 0.08)
C (2.29, -1.01, -4.24)
H (6.10, -0.84, 0.16)
H (-4.25, 1.83, -5.16)
H (-3.83, 2.57, -0.54)
C (1.10, -1.70, -4.31)
H (-3.21, 0.51, -5.51)
H (0.36, 5.95, 0.40)
N (-3.73, 1.04, -4.83)
S (0.48, 0.19, 3.54)
S (0.41, -2.48, 1.92)
C (0.50, 4.89, 0.45)
C (4.59, -1.20, 1.66)
C (-2.89, -2.76, 4.21)
H (-1.84, -4.01, 2.80)
C (-0.82, -2.17, 3.12)
N (-4.89, -4.33, 4.53)
C (-3.98, -3.64, 4.38)
C (-1.85, -3.08, 3.34)
C (-2.87, -1.53, 4.90)
V (0.54, -0.29, 1.38)
C (4.19, 0.01, -0.36)
H (-1.28, -0.71, -1.44)
C (-3.30, 1.03, -3.53)
H (2.83, -0.72, -5.13)
C (3.97, 0.13, -2.83)
C (-1.98, 0.04, -1.79)
C (5.08, -0.68, 0.47)
C (-0.80, -0.95, 3.83)
H (-1.80, 0.29, 5.25)
C (4.62, 0.43, -1.69)
C (-2.49, 0.95, -0.88)
N (-0.20, 1.22, 0.50)
C (-1.82, -0.65, 4.72)
S (-1.76, 0.85, 0.73)
N (2.41, -0.32, 1.21)
H (2.22, 0.86, -0.46)
H (-1.96, -0.64, -3.82)
H (5.56, 0.95, -1.75)
H (0.62, -1.93, -5.25)
C (-3.43, 1.89, -1.28)
H (4.40, 0.44, -3.77)
C (1.63, 4.17, 0.57)


(3)
DFT (the ωB97M-V functional and the def2-TZVPD basis) results for C11H25ClO2P2 in the gas phase in a non-equilibrium geometry.

Calculated values
SMILES: COCCCCCCCCCC[PH]#P(O)Cl
Molecular weight in Da: 286.7
LUMO in eV: 0.60
Gap between HOMO and LUMO in eV: 9.12
Charge: 0

Cartesian coordinates (Å):
H (-0.67, 0.71, 0.32)
H (-1.12, 1.21, 3.30)
H (0.94, -2.86, -5.67)
H (-3.31, 0.49, 3.05)
H (2.52, 2.68, -2.62)
H (-3.11, -1.91, 3.20)
O (0.92, -1.90, -5.49)
C (1.87, 2.15, -1.92)
H (-0.92, -4.27, 1.01)
Cl (3.72, -1.41, -6.15)
H (-1.88, -4.98, 2.27)
C (-2.40, -1.88, 2.37)
P (2.26, -1.50, -4.64)
H (0.05, -0.11, 1.75)
C (-2.81, -0.78, 1.42)
C (0.81, 1.80, 1.36)
P (1.99, 0.63, -4.25)
H (1.76, 0.33, 0.12)
H (2.20, 3.29, -0.17)
C (-2.84, 0.60, 2.08)
O (-2.48, -3.12, 1.67)
H (-0.75, -3.71, 2.70)
H (0.90, 2.62, -2.01)
H (2.83, 1.14, 1.21)
H (-1.41, -1.69, 2.78)
C (-1.48, 1.28, 2.28)
H (0.73, 0.94, -4.81)
C (2.01, 1.31, 0.53)
H (0.77, 0.34, -2.20)
H (-3.50, 1.24, 1.49)
C (-1.44, -4.04, 1.93)
H (1.14, 1.92, 2.39)
H (-2.24, -0.82, 0.50)
H (0.46, 2.79, 1.06)
H (3.57, 2.33, -0.58)
H (-1.62, 2.34, 2.08)
C (-0.36, 0.82, 1.36)
C (2.49, 2.31, -0.53)
H (2.46, 0.02, -1.92)
H (-3.84, -1.02, 1.13)
C (1.78, 0.70, -2.41)


(4)
DFT (the ωB97M-V functional and the def2-TZVPD basis) results for a molecular structure, C11H24Cl2N2O2PRhS in a non-equilibrium geometry.

Calculated values
Expectation value of S²: 6.016
Molecular weight in Da: 453.2
LUMO (spin up / spin down) in eV: -6.20 / -11.29
Gap between HOMO and LUMO (spin up / spin down) in eV: 7.90 / 4.27
2S+1: 5
Energy above the lowest of the compared OMol25 structures with the same formula, charge and spin in kJ/mol: 0.0
Charge: +2

Cartesian coordinates (Å):
C (0.67, 0.65, 2.17)
H (1.10, 1.22, 5.78)
C (0.01, 0.80, -4.08)
H (1.26, -2.02, 3.54)
H (-2.31, 2.13, -2.52)
H (0.63, 2.91, 5.54)
C (-1.40, 2.73, -2.37)
H (0.79, 2.51, 2.82)
C (1.51, 2.71, -2.40)
H (-0.48, 1.81, 6.37)
C (0.25, 1.89, 5.56)
H (-1.22, 2.24, 4.03)
H (0.45, -5.65, -5.36)
P (0.04, 1.63, -2.46)
H (-0.95, -2.98, 3.03)
H (-0.89, 0.53, 4.28)
C (-1.57, 0.37, -0.14)
C (-0.86, -2.23, 3.81)
H (-1.42, 3.19, -1.38)
C (-0.07, -4.68, -5.45)
H (1.50, 3.38, -3.27)
N (0.29, -0.63, 2.32)
S (1.42, 1.14, 0.70)
C (0.38, -1.38, 3.60)
Cl (2.10, -0.57, -1.89)
H (0.10, 1.54, -4.89)
H (-1.77, -1.62, 3.80)
N (0.54, 1.57, 3.13)
H (-0.95, 0.27, -4.18)
H (2.41, 2.09, -2.42)
H (-0.77, -2.74, 4.77)
H (-1.13, -4.86, -5.65)
Rh (0.08, 0.07, -0.86)
H (0.55, -0.67, 4.41)
H (-1.34, 3.50, -3.14)
H (1.49, 3.30, -1.48)
O (-0.85, -3.52, -3.45)
O (-2.62, 0.58, 0.33)
C (-0.43, 1.52, 4.25)
H (0.83, 0.08, -4.12)
H (0.48, -1.22, 1.50)
H (0.37, -4.11, -6.27)
Cl (1.74, -3.56, -3.76)
C (0.05, -3.90, -4.17)


(5)
DFT (the ωB97M-V functional and the def2-TZVPD basis) results for 2 unconnected molecules or ions with the total composition C3H12NS2 in a non-equilibrium geometry.

Calculated values
Molecular weight in Da: 126.3
LUMO in eV: -3.52
Gap between HOMO and LUMO in eV: 9.87
Energy above the lowest of the compared OMol25 structures with the same formula, charge and spin in kJ/mol: 40.1
Charge: +1

Cartesian coordinates (Å):
H (2.04, 3.15, -0.36)
H (2.36, 0.02, 1.79)
H (-3.22, 0.56, 0.32)
S (-1.53, -0.50, -1.33)
S (-2.38, -0.45, 0.59)
H (1.01, -1.47, -0.38)
H (1.83, -2.20, 0.92)
C (1.58, 1.05, 0.00)
C (2.23, -0.16, 0.70)
H (3.16, -0.38, 0.25)
H (2.69, 2.52, 1.15)
C (2.49, 2.30, 0.11)
H (0.54, -1.17, 1.19)
H (-0.56, 0.41, -1.14)
H (3.42, 2.07, -0.31)
H (0.62, 1.25, 0.43)
N (1.35, -1.36, 0.59)
H (1.41, 0.80, -1.04)


(6)
DFT (the ωB97M-V functional and the def2-TZVPD basis) results for 2 unconnected molecules or ions with the total composition C4H11NS in a non-equilibrium geometry.

Calculated values
Expectation value of S²: 0.753
Molecular weight in Da: 105.2
LUMO (spin up / spin down) in eV: -3.38 / -8.70
Gap between HOMO and LUMO (spin up / spin down) in eV: 9.07 / 3.65
2S+1: 2
Energy above the lowest of the compared OMol25 structures with the same formula, charge and spin in kJ/mol: 136.3
Charge: +1

Cartesian coordinates (Å):
H (-2.20, 1.97, 1.89)
H (1.65, -2.97, -2.26)
H (0.40, 3.48, -0.21)
H (2.80, -2.83, -0.89)
H (1.25, 1.99, -0.45)
C (1.78, -2.65, -1.23)
S (-0.99, 1.55, -0.13)
N (0.88, -3.46, -0.43)
H (-0.19, -1.80, 0.31)
H (-0.72, -3.50, 0.80)
C (-0.03, -2.89, 0.21)
H (1.58, -1.57, -1.16)
H (0.76, 2.42, 1.23)
H (-3.16, 2.09, 0.39)
C (0.49, 2.46, 0.17)
H (-2.06, 3.39, 0.92)
C (-2.23, 2.32, 0.85)


(7)
DFT (the ωB97M-V functional and the def2-TZVPD basis) results for a gas-phase ion, C4H12N4 (charge +2) in a non-equilibrium geometry.

Calculated values
SMILES: CC1=CN([NH3+])CN1[NH3+]
Molecular weight in Da: 116.2
LUMO in eV: -7.25
Gap between HOMO and LUMO in eV: 9.72
Energy above the lowest of the compared OMol25 structures with the same formula, charge and spin in kJ/mol: 362.8
Charge: +2

Cartesian coordinates (Å):
C (0.74, -1.14, 0.72)
N (1.63, 0.09, 0.58)
H (0.33, -1.12, 1.70)
H (2.34, -0.01, -1.48)
H (3.28, 0.81, -0.44)
H (-2.03, -2.13, -0.66)
H (-2.49, 1.10, 0.40)
H (1.28, -1.96, 0.39)
H (0.91, 2.20, 0.44)
C (-0.52, 0.73, -0.03)
H (-1.64, -1.83, 0.98)
N (-1.67, -1.39, 0.01)
H (-2.10, 1.30, -1.29)
N (2.65, 0.01, -0.43)
N (-0.45, -0.68, -0.15)
C (-1.76, 1.53, -0.27)
C (0.72, 1.17, 0.30)
H (-1.77, 2.65, -0.25)
H (-2.57, -0.87, 0.08)
H (3.36, -0.72, -0.26)


(8)
DFT (the ωB97M-V functional and the def2-TZVPD basis) results for a gas-phase ion, C12H12F2P (charge +1) in a non-equilibrium geometry.

Calculated values
Expectation value of S²: 2.027
Molecular weight in Da: 225.2
LUMO (spin up / spin down) in eV: -3.40 / -7.10
Gap between HOMO and LUMO (spin up / spin down) in eV: 4.84 / 5.82
2S+1: 3
Charge: +1

Cartesian coordinates (Å):
F (3.74, 0.03, -1.41)
C (-1.89, -1.40, -0.45)
C (0.34, 1.49, 0.40)
C (0.48, -2.02, 1.56)
H (-0.29, -1.92, 2.28)
H (1.63, 1.96, -1.28)
H (-1.87, -2.45, -0.49)
C (-3.08, 0.54, -0.90)
C (1.59, -1.56, -0.70)
C (-0.74, 0.73, -0.21)
C (-0.72, -0.71, -0.17)
C (0.47, -1.41, 0.36)
F (3.41, -0.22, 0.87)
P (2.56, -0.03, -0.41)
H (1.26, -1.55, -1.69)
C (1.66, 1.58, -0.27)
H (-2.03, 2.44, -0.85)
C (0.21, 2.19, 1.55)
H (-3.95, -1.47, -0.82)
H (2.16, -2.56, -0.73)
H (2.48, 2.24, 0.16)
C (-3.06, -0.78, -0.80)
H (-4.01, 1.14, -1.02)
H (1.34, -2.56, 1.70)
H (1.12, 2.80, 1.93)
H (-0.87, 2.18, 1.93)
C (-1.96, 1.31, -0.54)